No. 1
Density functional theory data (ωB97M-V/def2-TZVPD) for 2 unconnected molecules or ions with the total composition C3H9OS.

**Electronic energy**: -593.1396 hartree
**Total charge**: -1
**Gap between HOMO and LUMO**: 6.35 eV
**HOMO**: -2.46 eV
**Energy above the lowest of the compared OMol25 structures with the same formula, charge and spin**: 0.905 eV

XYZ file:
```
14
Properties=species:S:1:pos:R:3:forces:R:3:nbo_charge:R:1
S 1.35720 0.86904 -0.52098 -0.3044 0.0187 -0.0325 -0.75
O -1.74278 0.25939 1.81280 -0.0390 -0.0107 -0.0227 -0.75
C 1.44433 -1.14635 -2.47956 0.4622 0.1636 -0.0416 -0.62
C 0.53247 -0.47579 -1.46320 0.3845 0.2785 0.2932 -0.52
C -1.45791 1.14238 2.86544 0.3715 0.4598 0.2318 -0.24
H -1.00985 0.33558 1.18335 0.1855 -0.0244 -0.1986 0.50
H -2.37996 1.49295 3.32932 -0.1746 -0.1141 -0.0683 0.15
H 0.22931 -1.17801 -0.69075 -0.3067 -0.4057 -0.2305 0.18
H -0.83856 0.69668 3.64928 -0.0213 -0.2767 0.0557 0.14
H 0.89268 -1.79354 -3.16950 0.0208 -0.0950 -0.0316 0.17
H -0.90136 2.02280 2.53213 -0.0829 0.0274 -0.1761 0.17
H 1.98655 -0.38313 -3.04993 -0.2836 0.0099 -0.0980 0.20
H -0.35410 -0.12355 -1.99780 -0.0752 0.1160 0.1695 0.17
H 2.24196 -1.71845 -2.00059 -0.1367 -0.1471 0.1497 0.19
```
Positions in Å, forces in eV/Å.

No. 2
Density functional theory data (ωB97M-V/def2-TZVPD) for 3 unconnected molecules or ions with the total composition C3H9P.

**Electronic energy**: -460.8956 hartree
**Gap between HOMO and LUMO**: 10.05 eV
**HOMO**: -9.91 eV
**SMILES**: [H][H].C=C.C=P
**Energy above the lowest of the compared OMol25 structures with the same formula, charge and spin**: 2.697 eV

XYZ file:
```
13
Properties=species:S:1:pos:R:3:forces:R:3:nbo_charge:R:1
P 1.14753 3.06101 -1.92263 0.9143 -1.3182 0.3414 0.42
C -1.64800 -0.80924 0.85232 1.7598 -0.6235 -2.2406 -0.39
C -1.78910 -0.15680 1.98823 -2.0829 0.0567 1.3683 -0.40
C -0.08344 2.23847 -1.14079 6.2120 -2.0874 0.0842 -0.77
H -1.32999 0.77970 2.25921 0.6229 0.0153 -0.2877 0.20
H -0.95978 2.66635 -1.15061 -4.8309 1.8789 0.1279 0.19
H 2.35740 2.11865 -1.67008 -1.6664 1.0714 -0.1514 -0.05
H 1.20857 -3.42216 -2.31769 0.2346 -0.1278 -0.4472 0.00
H 0.15017 1.33815 -0.55105 -0.6035 0.5103 -0.4074 0.22
H 0.87934 -3.23967 -1.69480 -0.2366 0.1308 0.4505 0.00
H -0.81092 -0.51108 0.05083 -2.0816 -0.6065 1.9220 0.19
H -2.21711 -1.74164 0.58327 0.5826 1.1518 0.4622 0.21
H -2.59974 -0.41333 2.75115 1.1755 -0.0520 -1.2221 0.20
```
Positions in Å, forces in eV/Å.

No. 3
Density functional theory data (ωB97M-V/def2-TZVPD) for 2 unconnected molecules or ions with the total composition C3H9S.

**Electronic energy**: -517.9129 hartree
**Total charge**: -1
**Gap between HOMO and LUMO**: 6.76 eV
**HOMO**: -2.52 eV
**Energy above the lowest of the compared OMol25 structures with the same formula, charge and spin**: 0.029 eV

XYZ file:
```
13
Properties=species:S:1:pos:R:3:forces:R:3:nbo_charge:R:1
S -2.02952 -0.32966 0.60923 -0.1134 -0.1135 0.0219 -1.07
C 1.51157 -1.01216 -0.28509 -0.4606 0.7481 -0.4681 -0.62
C 1.21350 0.33755 -0.96979 0.2983 -0.2497 -0.2631 -0.39
C 1.10809 1.47134 0.03873 -0.1169 0.2694 0.0081 -0.61
H 0.57901 -1.39611 0.13511 0.1184 0.1030 0.2004 0.26
H 0.31193 0.25124 -1.57742 -0.1656 0.0154 0.2346 0.22
H 0.69053 2.38582 -0.39360 -0.0092 -0.0888 -0.1050 0.19
H 2.23680 -0.80291 0.50361 0.1573 -0.4906 0.0163 0.18
H 2.02137 0.57043 -1.67886 0.0137 -0.0014 0.0607 0.16
H 0.46086 1.19486 0.87207 0.0110 -0.0862 -0.0203 0.24
H -2.50766 -1.57759 0.78098 0.0147 0.0966 -0.0042 0.09
H 1.87056 -1.72764 -1.02763 0.2714 -0.0859 0.1983 0.18
H 2.10122 1.73851 0.41681 -0.0189 -0.1164 0.1205 0.17
```
Positions in Å, forces in eV/Å.